Model A:
{"formula": "C3H8O4", "method": "the ωB97M-V functional and the def2-TZVPD basis", "smiles": "O=C(O)CCO.O", "gap_ev": 11.021, "homo_ha": -0.3919, "symbols": ["O", "C", "O", "C", "C", "O", "H", "H", "H", "H", "H", "H", "O", "H", "H"], "xyz": [[-1.458, 0.917, 0.415], [-0.674, 0.529, -0.373], [-0.875, -0.375, -1.449], [0.743, 1.049, -0.585], [1.861, 0.070, -0.963], [1.931, -0.182, -2.357], [-1.577, -0.952, -1.120], [0.695, 1.674, -1.494], [1.060, 1.742, 0.191], [2.765, 0.633, -0.723], [1.915, -0.829, -0.341], [1.159, -0.711, -2.526], [-2.228, -1.105, 4.088], [-2.302, -1.827, 3.432], [-3.016, -0.632, 3.803]], "nbo_charge": [-0.54, 0.81, -0.73, -0.57, -0.06, -0.71, 0.49, 0.25, 0.24, 0.18, 0.17, 0.47, -0.92, 0.46, 0.46]}

---

Model B:
{"formula": "C3H8O4", "method": "the ωB97M-V functional and the def2-TZVPD basis", "smiles": "O=C(O)CCO.O", "gap_ev": 10.881, "homo_ha": -0.3797, "symbols": ["O", "C", "O", "C", "C", "O", "H", "H", "H", "H", "H", "H", "O", "H", "H"], "xyz": [[-1.475, 0.550, -0.328], [-0.378, 0.298, -0.658], [-0.134, -0.688, -1.615], [0.901, 1.060, -0.303], [2.188, 0.468, -0.835], [2.626, 0.594, -2.142], [-0.930, -1.286, -1.848], [0.992, 2.069, -0.598], [0.880, 1.054, 0.845], [3.007, 0.948, -0.295], [2.179, -0.608, -0.567], [1.956, 0.741, -2.749], [-3.128, -1.812, 4.861], [-3.743, -1.416, 4.190], [-3.718, -1.617, 5.593]], "nbo_charge": [-0.56, 0.80, -0.74, -0.55, -0.06, -0.70, 0.51, 0.24, 0.25, 0.18, 0.16, 0.47, -0.92, 0.46, 0.46]}

---

It is model A that is most stable; the runner-up trails by 40.8 kJ/mol.

---

Model A:
{"formula": "C3H8O4", "method": "the ωB97M-V functional and the def2-TZVPD basis", "gap_ev": 10.763, "homo_ha": -0.3719, "symbols": ["C", "C", "C", "O", "O", "O", "O", "H", "H", "H", "H", "H", "H", "H", "H"], "xyz": [[-1.992, 0.291, -0.201], [-0.608, -0.021, -0.152], [2.545, -0.134, 0.025], [-0.433, -1.384, 0.042], [1.829, 0.876, 0.236], [3.678, -0.214, 0.671], [2.274, -1.263, -0.495], [-2.456, 1.270, -0.267], [-2.562, -0.314, -0.843], [-2.046, -0.112, 0.884], [-0.083, 0.603, 0.592], [-1.040, -1.910, -0.460], [0.023, 0.294, -1.038], [3.930, 0.662, 1.041], [1.085, -1.085, -0.209]], "nbo_charge": [-0.64, -0.12, 0.95, -0.71, -0.73, -0.68, -0.67, 0.24, 0.19, 0.22, 0.24, 0.50, 0.17, 0.50, 0.54]}

---

Model B:
{"formula": "C3H8O4", "method": "the ωB97M-V functional and the def2-TZVPD basis", "smiles": "O=C(O)CCO.O", "gap_ev": 11.298, "homo_ha": -0.3865, "symbols": ["O", "C", "O", "C", "C", "O", "H", "H", "H", "H", "H", "H", "O", "H", "H"], "xyz": [[-1.698, 2.809, 0.634], [-1.078, 1.899, 1.108], [-0.048, 2.126, 1.949], [-1.097, 0.453, 0.708], [-1.799, 0.262, -0.625], [-0.995, 0.834, -1.660], [-0.035, 3.011, 2.173], [-1.678, -0.093, 1.465], [-0.113, 0.015, 0.831], [-2.782, 0.716, -0.515], [-1.869, -0.800, -0.860], [-1.501, 1.533, -2.070], [5.047, -4.103, -0.765], [5.098, -5.035, -0.948], [4.546, -3.625, -1.425]], "nbo_charge": [-0.60, 0.80, -0.68, -0.54, -0.06, -0.73, 0.49, 0.24, 0.25, 0.19, 0.18, 0.48, -0.95, 0.47, 0.48]}

---

It is model B that is most stable; the runner-up trails by 202.7 kJ/mol.

---

Model A:
{"formula": "C3H4N4S", "method": "the ωB97M-V functional and the def2-TZVPD basis", "smiles": "Cc1nnc(S)nn1", "gap_ev": 8.729, "homo_ha": -0.3512, "symbols": ["C", "C", "N", "N", "C", "S", "N", "N", "H", "H", "H", "H"], "xyz": [[-3.162, 0.013, -0.003], [-1.655, 0.004, 0.001], [-1.034, 1.187, -0.001], [0.283, 1.177, -0.004], [0.884, -0.003, 0.011], [2.638, -0.078, -0.003], [0.255, -1.196, 0.002], [-1.046, -1.182, 0.000], [-3.519, 1.049, 0.003], [-3.513, -0.492, 0.885], [-3.564, -0.531, -0.878], [2.782, 1.224, 0.009]], "nbo_charge": [-0.65, 0.31, -0.18, -0.22, 0.16, 0.08, -0.19, -0.17, 0.24, 0.24, 0.24, 0.14]}

---

Model B:
{"formula": "C3H4N4S", "method": "the ωB97M-V functional and the def2-TZVPD basis", "smiles": "[H]/N=C1C=N/C(=N\\[H])N/1S", "gap_ev": 8.237, "homo_ha": -0.3401, "symbols": ["H", "N", "C", "C", "N", "C", "N", "H", "N", "S", "H", "H"], "xyz": [[1.675, 2.309, 0.133], [0.683, 2.355, 0.051], [0.050, 1.177, -0.048], [-1.310, 0.945, -0.113], [-1.738, -0.236, -0.026], [-0.525, -1.033, -0.168], [-0.360, -2.283, 0.011], [-1.267, -2.673, 0.220], [0.565, -0.120, -0.346], [2.266, -0.462, -0.097], [-2.061, 1.732, -0.175], [2.023, -1.713, 0.557]], "nbo_charge": [0.35, -0.61, 0.33, 0.08, -0.38, 0.52, -0.64, 0.36, -0.57, 0.17, 0.22, 0.18]}

---

It is model B that is most stable; the runner-up trails by 28.4 kJ/mol.

---

Model A:
{"formula": "C5H13NO3", "method": "the ωB97M-V functional and the def2-TZVPD basis", "smiles": "CNC(C)=O.OCCO", "gap_ev": 10.719, "homo_ha": -0.3692, "symbols": ["C", "N", "C", "C", "O", "H", "H", "H", "H", "H", "H", "H", "O", "C", "C", "O", "H", "H", "H", "H", "H", "H"], "xyz": [[2.571, -3.172, 0.346], [1.212, -2.834, 0.719], [0.575, -1.770, 0.156], [-0.840, -1.536, 0.641], [1.126, -1.062, -0.682], [2.891, -4.060, 0.917], [3.261, -2.341, 0.572], [2.639, -3.402, -0.731], [0.719, -3.399, 1.415], [-0.860, -1.346, 1.727], [-1.256, -0.655, 0.122], [-1.481, -2.407, 0.424], [-2.750, 3.061, -0.253], [-1.465, 3.641, -0.424], [-0.371, 2.602, -0.373], [-0.609, 1.712, -1.468], [-2.803, 2.331, -0.905], [-1.402, 4.192, -1.382], [-1.330, 4.374, 0.395], [0.622, 3.085, -0.453], [-0.407, 2.063, 0.594], [-0.040, 0.922, -1.358]], "nbo_charge": [-0.42, -0.62, 0.67, -0.72, -0.65, 0.20, 0.21, 0.21, 0.40, 0.23, 0.24, 0.23, -0.72, -0.08, -0.09, -0.76, 0.48, 0.16, 0.18, 0.17, 0.16, 0.50]}

---

Model B:
{"formula": "C5H13NO3", "method": "the ωB97M-V functional and the def2-TZVPD basis", "gap_ev": [8.095, 8.095], "homo_ha": [-0.3442, -0.3442], "symbols": ["C", "C", "C", "N", "H", "H", "H", "H", "H", "H", "H", "H", "H", "C", "C", "O", "O", "O", "H", "H", "H", "H"], "xyz": [[0.823, 0.224, 1.667], [1.063, -0.936, 0.727], [0.115, -2.102, 0.853], [1.812, 1.270, 1.452], [1.625, 2.076, 2.038], [1.790, 1.584, 0.486], [-0.218, 0.559, 1.530], [0.920, -0.142, 2.697], [2.112, -1.230, 0.735], [0.891, -0.480, -0.389], [0.132, -2.496, 1.877], [0.388, -2.907, 0.174], [-0.902, -1.800, 0.605], [-2.048, 0.893, -0.979], [-1.027, 0.077, -1.721], [0.368, 0.392, -1.401], [-0.151, 1.501, -2.598], [-1.215, -1.027, -2.159], [0.502, 1.206, -3.263], [-3.045, 0.590, -1.268], [-2.003, 1.963, -1.163], [-1.934, 0.784, 0.101]], "nbo_charge": [-0.22, -0.33, -0.62, -0.83, 0.36, 0.36, 0.15, 0.19, 0.22, 0.24, 0.21, 0.22, 0.21, -0.72, 0.80, -0.36, -0.51, -0.57, 0.49, 0.24, 0.24, 0.24]}

---

It is model A that is most stable; the runner-up trails by 477.2 kJ/mol.

---

Model A:
{"formula": "C5H13NO3", "method": "the ωB97M-V functional and the def2-TZVPD basis", "smiles": "CCN[C@H](C=O)CO.O", "gap_ev": 9.083, "homo_ha": -0.3103, "symbols": ["C", "C", "N", "C", "C", "O", "C", "O", "H", "H", "H", "H", "H", "H", "H", "H", "H", "H", "H", "O", "H", "H"], "xyz": [[-0.134, -0.297, 3.235], [-0.665, -0.632, 1.848], [-0.728, 0.497, 0.939], [-0.264, 0.429, -0.401], [1.143, 1.021, -0.483], [2.166, 0.403, -0.377], [-1.128, 1.258, -1.352], [-0.813, 0.876, -2.707], [0.905, -0.021, 3.169], [-0.694, 0.498, 3.695], [-0.178, -1.251, 3.766], [-1.627, -1.098, 1.991], [-0.098, -1.398, 1.335], [-1.455, 1.163, 1.139], [-0.230, -0.555, -0.871], [1.166, 2.120, -0.661], [-0.888, 2.319, -1.373], [-2.178, 1.043, -1.130], [-1.263, 0.049, -2.928], [0.457, -2.850, -0.656], [1.275, -2.673, -0.182], [0.736, -2.902, -1.583]], "nbo_charge": [-0.61, -0.20, -0.64, -0.19, 0.46, -0.53, -0.06, -0.73, 0.21, 0.20, 0.21, 0.17, 0.20, 0.37, 0.22, 0.09, 0.19, 0.17, 0.47, -0.94, 0.48, 0.47]}

---

Model B:
{"formula": "C5H13NO3", "method": "the ωB97M-V functional and the def2-TZVPD basis", "smiles": "CN[C@@H](C=O)CCO.O", "gap_ev": 10.048, "homo_ha": -0.3428, "symbols": ["C", "N", "C", "C", "O", "C", "C", "O", "H", "H", "H", "H", "H", "H", "H", "H", "H", "H", "H", "O", "H", "H"], "xyz": [[1.357, 0.174, 1.963], [0.899, 0.162, 0.595], [-0.261, 0.983, 0.344], [0.044, 2.480, 0.361], [-0.800, 3.318, 0.499], [-0.990, 0.607, -0.943], [-1.810, -0.649, -0.815], [-0.901, -1.782, -0.575], [0.561, -0.215, 2.610], [2.285, -0.388, 2.073], [1.558, 1.163, 2.415], [1.650, 0.178, -0.079], [-0.958, 0.789, 1.151], [1.122, 2.711, 0.214], [-1.602, 1.450, -1.276], [-0.291, 0.425, -1.753], [-2.276, -0.963, -1.748], [-2.507, -0.661, 0.011], [-0.263, -1.502, 0.102], [1.158, -2.736, -2.077], [0.417, -2.274, -1.645], [1.608, -3.269, -1.426]], "nbo_charge": [-0.41, -0.66, -0.17, 0.44, -0.51, -0.43, -0.06, -0.76, 0.19, 0.21, 0.17, 0.39, 0.21, 0.10, 0.23, 0.22, 0.20, 0.17, 0.49, -0.98, 0.49, 0.46]}

---

It is model B that is most stable; the runner-up trails by 39.5 kJ/mol.

---

Model A:
{"formula": "C4H8BrN", "method": "the ωB97M-V functional and the def2-TZVPD basis", "smiles": "CC#N.C=C.Br", "gap_ev": 11.186, "homo_ha": -0.3848, "symbols": ["C", "C", "N", "H", "H", "H", "C", "C", "H", "H", "H", "H", "Br", "H"], "xyz": [[2.833, -0.296, -0.034], [2.109, -1.458, -0.535], [1.512, -2.247, -1.093], [2.090, 0.444, -0.043], [3.829, -0.203, -0.651], [3.125, -0.303, 1.024], [-0.522, 0.468, 1.140], [-0.947, 0.338, -0.082], [-0.506, -0.261, 1.918], [0.071, 1.304, 1.327], [-1.526, -0.424, -0.461], [-0.691, 1.160, -0.713], [-5.960, 0.180, -0.521], [-5.417, 1.299, -1.277]], "nbo_charge": [-0.73, 0.29, -0.33, 0.26, 0.26, 0.25, -0.39, -0.36, 0.19, 0.17, 0.20, 0.18, -0.21, 0.21]}

---

Model B:
{"formula": "C4H8BrN", "method": "the ωB97M-V functional and the def2-TZVPD basis", "gap_ev": [7.804, 8.011], "homo_ha": [-0.2648, -0.2746], "symbols": ["C", "C", "C", "C", "N", "Br", "H", "H", "H", "H", "H", "H", "H", "H"], "xyz": [[-0.771, -1.414, 0.348], [0.862, 1.406, 1.108], [0.157, -1.260, -1.957], [-0.601, 1.095, 0.879], [-0.445, -1.795, -0.760], [-1.782, 1.406, 2.384], [-0.873, -2.012, 1.233], [0.944, 2.552, 1.019], [1.335, 0.872, 0.245], [1.131, 1.201, 2.175], [0.898, -1.979, -2.247], [0.759, -0.426, -1.626], [-0.432, -1.087, -2.803], [-1.182, 1.440, 0.001]], "nbo_charge": [0.21, -0.70, -0.43, -0.31, -0.43, -0.03, 0.18, 0.21, 0.23, 0.24, 0.21, 0.19, 0.22, 0.19]}

---

It is model A that is most stable; the runner-up trails by 253.3 kJ/mol.

---

Model A:
{"formula": "C5H11NO3S", "method": "the ωB97M-V functional and the def2-TZVPD basis", "smiles": "O=S(=O)(O)C1CCNCC1", "gap_ev": 9.660, "homo_ha": -0.3326, "symbols": ["O", "S", "O", "O", "C", "C", "C", "N", "C", "C", "H", "H", "H", "H", "H", "H", "H", "H", "H", "H", "H"], "xyz": [[1.291, -1.194, -1.450], [0.840, -1.637, -0.162], [-0.006, -2.789, -0.134], [2.186, -1.961, 0.699], [0.189, -0.352, 0.942], [-1.317, -0.317, 0.782], [-1.664, 0.255, -0.591], [-1.108, 1.594, -0.685], [0.347, 1.558, -0.686], [0.844, 0.981, 0.641], [2.844, -2.396, 0.154], [0.485, -0.739, 1.915], [-1.713, -1.328, 0.876], [-1.752, 0.319, 1.556], [-2.748, 0.321, -0.706], [-1.265, -0.426, -1.362], [-1.436, 2.048, -1.531], [0.713, 2.582, -0.796], [0.747, 0.949, -1.509], [1.926, 0.855, 0.604], [0.598, 1.678, 1.446]], "nbo_charge": [-0.94, 2.34, -0.93, -0.90, -0.44, -0.43, -0.23, -0.63, -0.24, -0.42, 0.51, 0.26, 0.24, 0.22, 0.21, 0.17, 0.36, 0.20, 0.20, 0.23, 0.22]}

---

Model B:
{"formula": "C5H11NO3S", "method": "the ωB97M-V functional and the def2-TZVPD basis", "smiles": "CCS[C@H](O)[C@@H](C)[N+](=O)[O-]", "gap_ev": 9.600, "homo_ha": -0.3371, "symbols": ["C", "C", "S", "C", "O", "C", "C", "N", "O", "O", "H", "H", "H", "H", "H", "H", "H", "H", "H", "H", "H"], "xyz": [[-0.840, 2.775, 1.056], [-0.998, 2.034, -0.319], [0.663, 1.256, -0.588], [0.509, -0.068, 0.510], [1.789, -0.540, 1.125], [-0.112, -1.418, -0.484], [0.806, -1.709, -1.618], [-0.221, -2.502, 0.452], [-1.255, -2.633, 1.089], [0.756, -3.202, 0.610], [-0.512, 2.107, 1.831], [-0.295, 3.675, 0.843], [-1.890, 3.206, 1.376], [-1.193, 2.760, -1.173], [-1.758, 1.195, -0.144], [-0.141, -0.035, 1.351], [2.535, -0.352, 0.662], [-1.076, -1.235, -0.866], [1.653, -2.383, -1.236], [1.266, -0.778, -2.090], [0.313, -2.155, -2.387]], "nbo_charge": [-0.62, -0.51, 0.22, -0.05, -0.70, -0.13, -0.66, 0.51, -0.40, -0.37, 0.22, 0.22, 0.20, 0.24, 0.22, 0.21, 0.47, 0.22, 0.25, 0.23, 0.22]}

---

It is model A that is most stable; the runner-up trails by 432.7 kJ/mol.

---

Model A:
{"formula": "C2H6NO2P", "method": "the ωB97M-V functional and the def2-TZVPD basis", "smiles": "O=C1O[C@H]1P.N", "gap_ev": 9.575, "homo_ha": -0.3242, "symbols": ["O", "C", "O", "C", "P", "H", "H", "H", "N", "H", "H", "H"], "xyz": [[-2.028, 0.742, 0.650], [-1.291, 0.878, -0.264], [-0.815, 1.817, -1.008], [-0.205, 0.326, -1.142], [1.420, 0.157, -0.489], [-0.704, -0.277, -1.915], [1.276, 1.185, 0.438], [2.293, 1.084, -1.408], [0.158, -1.272, 1.175], [0.786, -1.810, 1.752], [-0.319, -1.976, 0.478], [-0.571, -0.855, 1.733]], "nbo_charge": [-0.56, 0.79, -0.45, -0.39, 0.39, 0.24, -0.02, -0.05, -1.08, 0.38, 0.37, 0.39]}

---

Model B:
{"formula": "C2H6NO2P", "method": "the ωB97M-V functional and the def2-TZVPD basis", "gap_ev": [7.323, 9.122], "homo_ha": [-0.3454, -0.3447], "symbols": ["C", "C", "N", "O", "O", "P", "H", "H", "H", "H", "H", "H"], "xyz": [[-1.889, -0.766, 0.281], [2.354, 0.036, 0.230], [-2.530, -0.607, -0.934], [-1.835, -1.786, 0.965], [-1.796, 2.007, -0.191], [-1.066, 0.933, 0.596], [2.734, 1.014, 0.672], [1.696, -0.698, 0.727], [2.130, 0.171, -0.889], [-3.102, -1.248, -1.448], [-2.424, 0.279, -1.438], [-1.283, 0.970, 1.965]], "nbo_charge": [0.40, -0.52, -0.83, -0.57, -0.94, 1.17, 0.18, 0.18, 0.17, 0.41, 0.42, -0.06]}

---

It is model A that is most stable; the runner-up trails by 40.1 kJ/mol.